42
Properties=species:S:1:pos:R:3:forces:R:3 method="wB97M-V/def2-TZVPD" e_lumo_ev=-0.3 orbital_gap_ev=7.8 de_lowest_ev=2.821 energy_ev=-17257.625
Rb 2.7943 -7.2590 -11.2292 0.4008 -0.1965 -0.0726
B 5.5499 -8.4504 -12.1049 0.0997 -0.0144 0.0102
H 6.3726 -9.1462 -12.1626 3.1869 -2.4171 -0.5445
H 5.4862 -8.1360 -11.0747 -0.7452 1.2848 4.3198
H 5.5980 -7.5856 -12.7484 0.8425 3.7305 -2.5024
H 4.6667 -8.9100 -12.5206 -4.0028 -2.3340 -1.1293
C 1.8282 -4.0675 -14.9354 -1.4554 0.0153 -0.9740
C 2.8209 -4.0591 -13.8575 1.2272 2.1672 -0.2721
C 3.3407 -2.6205 -13.7041 1.5452 0.1031 0.2074
O 2.1680 -4.4158 -12.6899 -0.6836 -1.3119 1.5597
H 1.0204 -3.3974 -14.6413 -0.4057 -0.3306 0.1683
H 1.4862 -5.0937 -15.0701 -0.3732 0.1337 -0.2540
H 2.1315 -3.6381 -15.8903 0.5822 -0.3504 0.0587
H 3.6104 -4.7659 -14.1127 0.4293 0.0793 0.2063
H 4.0689 -2.4185 -12.9186 0.5797 -1.0120 0.2952
H 2.6615 -1.8374 -13.3672 -0.9683 -0.3229 -0.9783
H 3.9050 -2.3957 -14.6092 -0.3585 0.5558 -0.1575
H 2.8287 -4.4010 -11.9936 0.0036 0.2729 0.1962
C 2.5495 -11.3174 -11.5745 0.3284 1.2988 -1.1942
C 1.0571 -11.1796 -11.6732 -0.5837 -1.0361 1.5625
C 0.3809 -11.9946 -10.5623 -0.3804 0.7129 -0.4050
O 0.6650 -9.7957 -11.5848 0.1915 -0.2086 0.1495
H 2.8801 -10.6646 -10.7665 0.2168 -0.4524 0.3510
H 2.9416 -10.8259 -12.4648 0.5028 -0.0546 -0.1550
H 2.9922 -12.3132 -11.5549 -0.3740 0.0297 0.2801
H 0.5974 -11.6231 -12.5564 0.4836 0.2028 -0.5401
H -0.6813 -11.9431 -10.8016 -0.1503 -0.6516 0.2453
H 0.4759 -11.6551 -9.5310 0.4440 0.3173 -0.1029
H 0.8261 -12.9868 -10.6360 -0.5364 -0.1690 0.0534
H 1.1476 -9.3491 -12.2843 -0.1061 -0.0217 -0.3262
C 0.2304 -8.5654 -7.9578 1.0511 -3.5551 1.4003
C -0.1139 -7.4690 -8.7709 -2.9208 2.7955 -2.3268
C -1.3655 -6.7081 -8.2054 1.6907 0.9142 -0.0535
O 1.0180 -6.6266 -8.9995 0.1282 0.4681 -0.4271
H -0.6037 -8.9810 -7.3924 0.2064 0.5789 0.7730
H 1.1348 -8.2455 -7.4403 -0.2841 -0.6377 0.8989
H 0.4709 -9.4568 -8.5372 0.6338 0.1087 -0.3174
H -0.3850 -7.7784 -9.7803 -0.0007 -0.1118 -0.1248
H -1.0330 -6.2305 -7.2837 -0.0946 -0.2116 0.5342
H -2.2357 -7.3256 -7.9823 0.2040 -0.0479 -0.3180
H -1.5907 -5.8343 -8.8167 -0.3869 -0.3112 -0.3940
H 1.1867 -6.0421 -8.2569 -0.1677 -0.0105 0.2997